Entry 1:
ORCA calculation (ωB97M-V/def2-TZVPD) on a single C3H3N3O2 molecule in a non-equilibrium geometry.

## Properties
Largest force on an atom: 7.40 eV/Å
HOMO level: -0.3297 Eh
ΔE to the lowest compared entry with this formula, charge and spin: 127.5 kcal/mol
E: -11720.4276 eV
Frontier orbital gap: 7.83 eV
SMILES: [H]/N=c1/nncc(O)o1

Last column: Löwdin charge in e.
Atoms and positions in Å:
C  -0.711  -1.223  0.782  -0.116
N  -1.368  -0.301  1.459  0.028
H  1.506  -1.380  -1.655  0.190
C  -0.162  1.383  0.152  -0.351
N  -0.381  2.549  -0.612  0.096
H  0.539  2.505  -1.223  0.071
O  1.033  -1.759  -0.843  0.133
O  0.790  0.408  -0.327  0.054
N  -1.124  0.976  1.137  0.045
C  0.363  -0.898  -0.118  -0.299
H  -0.484  -2.259  1.247  0.147

***

Entry 2:
ORCA calculation (ωB97M-V/def2-TZVPD) on C16H22Si2V as an isolated structure.

## Properties
Largest force on an atom: 0.80 eV/Å
HOMO level (spin up / spin down): -0.4289 / -0.3897 Eh
Net charge: +1
E: -58385.5793 eV
⟨S²⟩: 2.041
Spin multiplicity: 3
Frontier orbital gap (spin up / spin down): 8.46 / 6.94 eV

Last column: Löwdin spin population.
Atoms and positions in Å:
H  1.981  -0.738  2.271  0.000
H  0.576  3.131  -0.519  -0.001
C  -1.984  -3.006  0.149  -0.002
C  -4.628  -3.754  -0.280  0.000
C  -2.443  0.760  -1.175  0.011
H  -3.509  0.910  -1.369  0.001
C  -3.630  -4.717  -0.229  0.000
H  -4.154  0.368  1.839  0.000
H  -5.655  -4.054  -0.448  0.000
C  0.258  2.043  1.325  0.014
Si  -2.305  -0.324  0.367  0.013
C  0.750  -2.008  -1.094  0.023
H  3.155  -0.230  0.110  0.000
H  1.761  -1.635  -0.931  0.006
V  0.124  0.118  -0.025  1.904
H  0.862  -3.011  -1.509  -0.001
C  -2.308  -4.355  -0.012  0.000
C  0.472  -3.137  1.887  -0.005
Si  -0.324  -2.224  0.476  -0.004
H  -2.022  0.290  -2.069  0.002
C  1.971  1.495  -0.329  0.045
C  -2.997  -2.028  0.104  -0.002
H  2.482  1.719  -1.255  0.006
C  -3.066  0.464  1.873  0.001
H  0.270  -1.430  -1.900  0.005
H  -2.002  1.754  -1.048  0.002
H  -1.534  -5.113  0.031  0.000
H  0.132  0.738  3.026  0.002
H  -0.536  2.690  1.668  0.002
C  0.646  0.946  2.098  0.001
H  -2.714  -0.047  2.771  0.000
H  0.300  -4.206  1.747  -0.001
C  1.667  0.091  1.657  -0.008
H  -2.822  1.525  1.954  0.000
C  2.345  0.401  0.448  0.000
H  -0.030  -2.837  2.810  0.000
H  1.543  -2.969  2.000  0.000
H  -5.108  -1.665  -0.150  0.000
C  0.890  2.289  0.082  -0.011
H  -3.883  -5.762  -0.358  0.000
C  -4.322  -2.411  -0.115  0.000

***

Entry 3:
ORCA calculation (ωB97M-V/def2-TZVPD) on a 2-piece molecular cluster, C6H14N2O2 overall in a non-equilibrium geometry.

## Properties
Largest force on an atom: 5.73 eV/Å
HOMO level: -0.3536 Eh
ΔE to the lowest compared entry with this formula, charge and spin: 55.0 kcal/mol
E: -13523.2409 eV
Frontier orbital gap: 10.10 eV
SMILES: CNC(C)=O.CNC(C)=O

Last column: Löwdin charge in e.
Atoms and positions in Å:
H  1.736  0.654  0.373  0.131
C  0.701  -2.803  -0.006  -0.007
H  0.510  -3.950  0.051  0.124
H  1.678  -2.575  -0.277  0.051
H  -0.919  1.334  2.787  0.057
H  -1.953  -0.271  -2.300  0.036
H  -0.278  -0.677  0.089  0.088
H  0.397  -2.498  0.920  0.022
N  -1.009  -1.212  -0.525  -0.023
O  -0.150  2.999  1.016  0.045
C  -2.069  -0.372  -1.281  -0.035
H  1.441  2.023  -1.810  0.088
N  1.039  1.299  0.045  0.021
H  -0.512  -0.092  1.934  0.077
C  1.514  2.432  -0.797  -0.048
H  0.977  3.306  -0.718  0.048
H  0.765  0.843  2.669  0.097
H  -3.039  -0.947  -1.053  0.100
C  0.199  1.826  0.986  -0.562
H  2.543  2.651  -0.619  0.077
C  -0.196  0.959  2.151  0.002
H  -2.176  0.567  -0.668  0.084
O  -0.785  -3.094  -1.952  0.041
C  -0.413  -2.403  -1.015  -0.514

***

Entry 4:
ORCA calculation (ωB97M-V/def2-TZVPD) on C31H23N6O2Ru as an isolated structure in a non-equilibrium geometry.

## Properties
Largest force on an atom: 1.30 eV/Å
HOMO level: -0.5899 Eh
ΔE to the lowest compared entry with this formula, charge and spin: 4.9 kcal/mol
Net charge: +3
E: -48112.6871 eV
Frontier orbital gap: 6.41 eV

Last column: Löwdin charge in e.
Atoms and positions in Å:
H  2.077  -3.263  -6.745  0.135
C  2.270  -2.383  -4.796  -0.008
C  2.963  0.043  4.866  -0.231
C  0.898  -0.141  -0.201  -0.154
O  1.709  0.830  8.645  0.019
H  3.937  1.993  1.002  0.143
C  2.582  0.361  1.488  -0.136
C  0.084  -2.433  0.965  0.019
H  3.362  -0.959  8.102  0.147
C  0.782  1.887  9.003  0.022
C  -3.750  2.354  -0.389  -0.012
H  1.786  1.764  4.232  0.127
H  -5.531  1.632  -3.156  0.126
H  -4.542  -0.761  -6.983  0.139
Ru  -0.799  -0.073  -2.614  1.226
H  0.609  1.756  10.064  0.113
H  -3.789  2.895  0.545  0.125
C  0.282  -2.267  -6.112  0.032
H  4.190  -1.476  5.798  0.140
N  3.198  0.123  2.574  0.158
C  -0.315  -1.540  -5.102  -0.182
H  -0.148  1.768  8.451  0.107
N  -2.112  -0.335  -4.119  -0.019
H  -1.261  -2.527  -0.726  0.131
C  1.329  1.026  -0.971  -0.291
C  -3.847  -0.640  -6.163  0.033
H  2.812  2.619  -1.123  0.146
H  -2.295  -1.757  -7.138  0.128
O  0.718  1.253  -2.022  -0.025
C  -0.480  -1.974  -0.222  -0.049
C  2.089  0.640  7.423  -0.222
C  -2.579  -1.204  -6.255  0.045
N  -0.074  -0.846  -0.806  -0.013
C  -1.709  -1.032  -5.195  -0.163
H  -0.262  -2.501  -7.015  0.126
H  3.293  -2.691  -4.636  0.127
H  1.243  2.855  8.814  0.113
C  -3.328  0.226  -4.008  -0.165
N  3.443  -0.315  3.676  0.196
H  -1.748  1.630  -0.076  0.112
H  -5.729  2.887  -1.033  0.134
C  -4.237  0.081  -5.039  0.045
H  1.009  2.293  6.496  0.124
C  1.595  -2.696  -5.960  0.005
C  -3.535  0.975  -2.741  -0.181
H  1.544  -2.070  2.494  0.131
H  -5.225  0.513  -4.989  0.128
C  1.647  1.439  6.322  0.038
C  2.464  1.801  -0.506  0.061
C  1.083  -1.705  1.585  0.049
C  1.609  -1.655  -3.821  -0.091
C  -4.708  1.646  -2.457  0.032
N  -2.487  0.976  -1.875  -0.026
H  2.103  -1.391  -2.896  0.114
C  3.463  -0.695  5.984  0.047
H  -0.261  -3.369  1.383  0.135
C  1.494  -0.512  0.993  -0.052
C  2.075  1.141  5.070  0.038
C  -2.607  1.653  -0.734  -0.094
C  3.068  1.458  0.639  0.063
C  3.019  -0.418  7.231  0.056
N  0.350  -1.238  -3.955  -0.027
C  -4.819  2.350  -1.265  0.003

***

Which value of largest force on an atom does entry 1 give?
7.40 eV/Å